{
  "formula": "C3H4S2",
  "method": "wB97M-V/def2-TZVPD",
  "lumo_ev": -0.881,
  "orbital_gap_ev": 7.9,
  "molar_mass_g_mol": 104.2,
  "spin_multiplicity": 1,
  "e_above_lowest_kj_mol": 451.7,
  "max_force_ev_per_a": 5.07,
  "e_tot_ev": -24840.9596,
  "e_homo_ev": -8.801,
  "elements": ["C", "C", "C", "H", "H", "H", "H", "S", "S"],
  "coordinates": [[1.11, 0.41, -0.11], [0.16, -0.77, 0.28], [-1.07, -0.76, -0.36], [-0.87, 1.72, 0.49], [0.38, -1.45, 1.53], [-1.98, -1.36, -0.01], [-0.88, 0.10, -1.67], [0.38, 2.03, 0.00], [2.76, 0.08, -0.14]],
  "mulliken_charge": [0.0647, 0.0001, -0.6615, 0.2016, 0.2395, 0.2531, 0.2179, -0.1122, -0.2032]
}

{
  "formula": "C2H2NO3",
  "method": "wB97M-V/def2-TZVPD",
  "lumo_ev": 4.221,
  "orbital_gap_ev": 8.3,
  "molar_mass_g_mol": 88.0,
  "total_charge": -1,
  "spin_multiplicity": 1,
  "e_above_lowest_kj_mol": 176.2,
  "max_force_ev_per_a": 2.15,
  "e_tot_ev": -9739.8262,
  "e_homo_ev": -4.058,
  "elements": ["O", "C", "N", "C", "O", "O", "H", "H"],
  "coordinates": [[0.56, 2.42, -1.14], [0.89, 1.33, -0.69], [0.19, 0.20, -0.55], [-0.46, -1.14, 0.72], [-0.56, -0.81, 1.85], [-0.64, -2.03, -0.06], [1.95, 1.16, -0.22], [-0.16, -0.38, -1.29]],
  "mulliken_charge": [-0.5976, 0.0282, -0.3799, 0.7008, -0.5253, -0.5711, 0.2189, 0.1261]
}

{
  "formula": "C3H4N2O",
  "method": "wB97M-V/def2-TZVPD",
  "smiles": "[H]/N=C/OCC#N",
  "lumo_ev": 0.802,
  "orbital_gap_ev": 11.9,
  "molar_mass_g_mol": 84.1,
  "spin_multiplicity": 1,
  "e_above_lowest_kj_mol": 163.2,
  "max_force_ev_per_a": 1.19,
  "e_tot_ev": -8202.1939,
  "e_homo_ev": -11.050,
  "elements": ["N", "C", "O", "C", "C", "N", "H", "H", "H", "H"],
  "coordinates": [[-0.76, -0.13, 1.78], [0.25, 0.39, 1.23], [0.23, 0.90, -0.02], [-0.43, 0.16, -1.03], [0.61, -0.59, -1.76], [1.48, -1.17, -2.26], [-0.53, -0.41, 2.73], [1.24, 0.51, 1.68], [-0.92, 0.87, -1.71], [-1.17, -0.53, -0.63]],
  "mulliken_charge": [-0.6137, 0.1620, -0.3560, -0.3429, 0.3008, -0.3684, 0.2565, 0.3881, 0.2584, 0.3152]
}

{
  "formula": "C17H64N18O15",
  "method": "wB97M-V/def2-TZVPD",
  "lumo_ev": -1.110,
  "orbital_gap_ev": 7.2,
  "molar_mass_g_mol": 760.8,
  "spin_multiplicity": 1,
  "e_above_lowest_kj_mol": 208.8,
  "max_force_ev_per_a": 10.07,
  "e_tot_ev": -76198.6342,
  "e_homo_ev": -8.299,
  "elements": ["C", "C", "O", "H", "H", "H", "H", "H", "H", "C", "C", "O", "H", "H", "H", "H", "H", "H", "C", "O", "N", "N", "H", "H", "H", "H", "C", "O", "N", "N", "H", "H", "H", "H", "C", "O", "N", "N", "H", "H", "H", "H", "C", "O", "N", "N", "H", "H", "H", "H", "C", "O", "N", "N", "H", "H", "H", "H", "C", "O", "N", "N", "H", "H", "H", "H", "C", "O", "N", "N", "H", "H", "H", "H", "C", "O", "N", "N", "H", "H", "H", "H", "C", "O", "N", "N", "H", "H", "H", "H", "C", "O", "H", "H", "H", "H", "C", "O", "H", "H", "H", "H", "C", "O", "H", "H", "H", "H", "C", "O", "H", "H", "H", "H"],
  "coordinates": [[0.32, -4.51, 1.97], [1.10, -3.31, 2.38], [0.62, -2.76, 3.60], [-0.66, -4.18, 1.67], [0.09, -5.10, 2.84], [0.87, -4.93, 1.14], [1.08, -2.57, 1.61], [2.15, -3.60, 2.41], [1.16, -1.98, 3.80], [0.45, -1.02, -5.80], [0.58, 0.05, -4.78], [0.71, -0.47, -3.46], [1.41, -1.50, -6.01], [0.03, -0.62, -6.71], [-0.26, -1.81, -5.54], [-0.34, 0.63, -4.83], [1.39, 0.78, -4.97], [1.56, -0.93, -3.43], [0.46, -3.94, -2.20], [0.50, -5.29, -2.25], [-0.32, -3.09, -2.80], [1.15, -3.29, -1.33], [-0.84, -3.39, -3.63], [-0.30, -2.07, -2.70], [1.87, -3.75, -0.70], [1.02, -2.29, -1.10], [0.00, 0.06, 0.29], [0.48, -0.93, -0.54], [-1.02, 0.85, 0.10], [0.55, 0.28, 1.46], [-1.59, 0.74, -0.80], [-1.25, 1.63, 0.74], [1.32, -0.35, 1.72], [0.21, 0.97, 2.15], [-0.93, 2.03, 3.89], [-2.32, 1.96, 3.85], [-0.22, 1.54, 4.88], [-0.20, 2.55, 2.89], [-0.75, 1.10, 5.64], [0.81, 1.66, 4.99], [-0.84, 3.06, 2.23], [0.79, 2.76, 2.94], [2.70, 0.31, 5.19], [2.06, -0.38, 4.19], [3.25, -0.25, 6.18], [2.72, 1.61, 5.27], [3.51, -1.26, 6.13], [3.83, 0.20, 6.97], [2.48, 2.07, 4.37], [3.49, 2.15, 5.75], [-3.05, 3.13, -3.32], [-4.32, 3.17, -3.96], [-2.49, 4.16, -2.77], [-2.30, 2.07, -3.17], [-2.89, 5.02, -3.18], [-1.47, 4.23, -2.39], [-2.73, 1.17, -3.34], [-1.31, 1.98, -2.77], [3.24, -2.15, -3.93], [2.74, -3.34, -4.55], [4.02, -1.37, -4.57], [2.89, -1.87, -2.70], [4.06, -1.68, -5.54], [4.60, -0.57, -4.21], [2.26, -2.57, -2.24], [3.17, -1.09, -2.07], [0.56, 3.08, -2.49], [1.46, 3.36, -3.42], [0.16, 1.87, -2.11], [0.02, 4.02, -1.76], [0.66, 1.05, -2.52], [-0.07, 1.69, -1.15], [0.32, 5.00, -1.96], [-0.52, 3.83, -0.88], [-2.98, 3.48, 0.62], [-1.55, 3.55, 0.60], [-3.82, 3.87, -0.35], [-3.58, 3.11, 1.75], [-3.24, 4.03, -1.22], [-4.72, 3.40, -0.38], [-4.54, 3.18, 1.96], [-2.94, 2.84, 2.55], [-3.02, -3.03, -0.51], [-4.20, -3.09, 0.32], [-3.09, -3.05, -1.78], [-1.86, -2.73, -0.06], [-3.97, -3.32, -2.24], [-2.24, -3.24, -2.38], [-1.78, -2.42, 0.92], [-1.04, -2.79, -0.64], [-2.87, -0.74, 2.69], [-1.81, -1.61, 2.35], [-3.00, -0.73, 3.74], [-3.77, -1.17, 2.28], [-2.62, 0.23, 2.23], [-1.02, -1.10, 2.34], [4.11, -1.38, 1.93], [2.93, -1.15, 1.09], [5.00, -1.74, 1.50], [3.77, -2.05, 2.71], [4.39, -0.56, 2.57], [3.25, -0.69, 0.29], [2.96, 2.50, 2.06], [2.48, 3.21, 3.24], [3.03, 1.45, 2.18], [3.91, 2.87, 1.71], [2.23, 2.72, 1.24], [3.15, 3.86, 3.52], [-3.75, 0.05, -1.09], [-2.95, -0.48, -2.17], [-3.39, -0.37, -0.13], [-4.81, -0.20, -1.15], [-3.61, 1.14, -0.91], [-2.89, -1.44, -2.03]],
  "mulliken_charge": [-1.1628, 0.5775, -0.5603, 0.1952, 0.3995, 0.3404, -0.3004, 0.2495, 0.4249, -1.1364, 0.0546, 0.0080, 0.2852, 0.4479, 0.1306, 0.1521, 0.3300, -0.1591, 0.4544, -0.8238, 0.1947, -0.1677, 0.4187, -0.2212, 0.2368, 0.0615, 0.3054, -0.1273, 2.5427, 2.0598, -0.8686, -1.1529, -0.7942, -1.0888, 0.7969, -0.8249, -0.1958, -0.6015, 0.2581, 0.1854, -0.1998, 0.3510, 0.2749, -0.4912, -0.4095, -0.5452, 0.3005, 0.2367, 0.1865, 0.3389, 0.3264, -0.7801, -0.4045, 0.1388, 0.2136, 0.3501, 0.1354, -0.0170, 0.3451, -0.7121, -0.2282, -0.2436, 0.3259, 0.2296, 0.3679, -0.0769, 0.4155, -0.7945, 0.7764, -0.3535, -0.2915, -0.0043, 0.3039, 0.2597, 0.5402, -1.0974, -0.4212, -0.1645, 0.3279, 0.2840, 0.1992, 0.1924, 0.2767, -0.7723, -0.2281, 0.3529, 0.2429, 0.4129, -0.1871, -0.2532, -0.5511, -0.6186, 0.2014, 0.4319, 0.1783, 0.0945, -1.0320, -0.0785, 0.4399, 0.2940, 0.2026, 0.1360, -0.2973, -0.7613, -0.0658, 0.4668, 0.1532, 0.3507, -0.3864, -0.7439, 0.1058, 0.4478, -0.2303, 0.3075]
}

{
  "formula": "C3H3F4O3S",
  "method": "wB97M-V/def2-TZVPD",
  "lumo_ev": [3.235, 1.600],
  "orbital_gap_ev": [8.7, 4.7],
  "molar_mass_g_mol": 195.1,
  "total_charge": -1,
  "spin_multiplicity": 1,
  "e_above_lowest_kj_mol": 102.9,
  "max_force_ev_per_a": 2.77,
  "e_tot_ev": -31006.8081,
  "e_homo_ev": [-5.438, -3.060],
  "elements": ["C", "C", "C", "O", "O", "O", "F", "F", "F", "F", "S", "H", "H", "H"],
  "coordinates": [[-0.31, 0.86, -0.13], [-1.51, 0.33, 0.57], [-2.30, -0.70, -0.11], [3.54, -0.66, 1.56], [3.54, -1.46, -0.79], [3.78, 0.95, -0.31], [-2.34, 1.32, 1.12], [-3.21, -1.32, 0.67], [-3.07, -0.31, -1.21], [-1.51, -1.66, -0.61], [3.34, -0.36, 0.15], [-0.15, 1.89, 0.20], [-0.41, 0.86, -1.22], [0.59, 0.28, 0.12]],
  "mulliken_charge": [-0.8227, 0.2881, 0.8066, -0.5250, -0.5326, -0.5232, -0.2674, -0.2645, -0.2828, -0.2317, 0.6297, 0.3342, 0.3152, 0.0762]
}

{
  "formula": "C36H26BFINO4",
  "method": "wB97M-V/def2-TZVPD",
  "smiles": "O=C1c2ccccc2C(=O)c2ccccc21.O=C1c2ccccc2C(=O)c2ccccc21.FB(CCCI)c1cccnc1",
  "lumo_ev": -1.009,
  "orbital_gap_ev": 8.5,
  "molar_mass_g_mol": 693.3,
  "spin_multiplicity": 1,
  "max_force_ev_per_a": 0.37,
  "e_tot_ev": -58931.3226,
  "e_homo_ev": -9.545,
  "elements": ["F", "B", "C", "C", "C", "I", "C", "C", "C", "C", "N", "C", "H", "H", "H", "H", "H", "H", "H", "H", "H", "H", "C", "C", "C", "C", "C", "C", "C", "O", "C", "C", "C", "C", "C", "C", "C", "O", "H", "H", "H", "H", "H", "H", "H", "H", "C", "C", "C", "C", "C", "C", "C", "O", "C", "C", "C", "C", "C", "C", "C", "O", "H", "H", "H", "H", "H", "H", "H", "H"],
  "coordinates": [[-8.23, 1.60, -7.79], [-7.30, 0.76, -7.33], [-6.61, 1.03, -5.95], [-5.11, 1.38, -6.10], [-4.19, 0.20, -5.84], [-3.88, -0.11, -3.75], [-6.95, -0.51, -8.20], [-5.72, -0.67, -8.84], [-5.48, -1.82, -9.56], [-6.48, -2.79, -9.61], [-7.66, -2.67, -9.02], [-7.87, -1.54, -8.35], [-7.13, 1.81, -5.40], [-6.68, 0.10, -5.39], [-4.89, 1.77, -7.10], [-4.87, 2.18, -5.41], [-4.59, -0.73, -6.21], [-3.22, 0.34, -6.30], [-4.97, 0.11, -8.78], [-4.55, -1.98, -10.08], [-6.30, -3.70, -10.16], [-8.85, -1.45, -7.88], [3.11, 1.68, 0.60], [3.98, 0.71, 1.10], [3.70, -0.63, 0.91], [2.56, -1.01, 0.22], [1.69, -0.04, -0.28], [1.98, 1.30, -0.10], [0.45, -0.43, -1.01], [-0.30, 0.42, -1.45], [0.15, -1.88, -1.16], [-1.02, -2.26, -1.80], [-1.32, -3.61, -1.95], [-0.43, -4.57, -1.48], [0.74, -4.20, -0.85], [1.03, -2.85, -0.68], [2.29, -2.47, 0.02], [3.06, -3.31, 0.43], [3.33, 2.73, 0.75], [4.86, 1.01, 1.65], [4.37, -1.39, 1.30], [1.30, 2.05, -0.49], [-1.70, -1.51, -2.17], [-2.23, -3.90, -2.45], [-0.66, -5.62, -1.61], [1.43, -4.94, -0.48], [5.65, 4.14, 9.67], [5.97, 4.75, 8.46], [5.57, 4.18, 7.27], [4.85, 2.99, 7.28], [4.53, 2.38, 8.49], [4.93, 2.96, 9.69], [3.78, 1.09, 8.53], [3.50, 0.56, 9.58], [3.40, 0.47, 7.23], [2.74, -0.75, 7.23], [2.36, -1.34, 6.03], [2.64, -0.70, 4.83], [3.29, 0.52, 4.82], [3.68, 1.10, 6.02], [4.41, 2.40, 5.98], [4.65, 2.96, 4.93], [5.96, 4.59, 10.60], [6.54, 5.67, 8.46], [5.81, 4.64, 6.32], [4.68, 2.48, 10.62], [2.52, -1.24, 8.17], [1.85, -2.29, 6.04], [2.34, -1.16, 3.89], [3.51, 1.02, 3.89]],
  "mulliken_charge": [-0.2653, 0.1805, -0.4695, -0.6970, -0.9905, 0.0467, 0.5877, -0.3226, -0.4999, -0.2687, -0.5672, -0.4617, 0.2792, 0.3294, 0.3682, 0.4094, 0.4266, 0.4892, 0.4002, 0.3839, 0.3484, 0.3657, -0.4368, -0.5653, -0.6046, 0.2288, 0.1542, -0.6434, 0.5841, -0.6562, 0.1703, -0.5433, -0.4932, -0.4238, -0.6275, 0.4715, 0.5099, -0.6677, 0.4420, 0.4644, 0.4937, 0.4842, 0.2682, 0.4326, 0.3935, 0.4851, -0.4669, -0.4887, -0.5158, 0.1878, 0.1385, -0.5686, 0.6001, -0.6581, 0.3264, -0.5729, -0.6415, -0.2335, -0.7715, 0.1067, 0.5248, -0.6717, 0.3988, 0.4016, 0.4679, 0.4740, 0.4803, 0.3990, 0.4907, 0.5993]
}

{
  "formula": "C28H54F4NO5PSi4",
  "method": "wB97M-V/def2-TZVPD",
  "smiles": "C[C@H](O)Cc1c(C(F)(F)F)cc2c(c1CCF)C(=O)N(P(C)C)C2=O.C[Si](C)(C)O[Si](C)(C)C.C[Si](C)(C)O[Si](C)(C)C",
  "lumo_ev": -1.720,
  "orbital_gap_ev": 6.4,
  "molar_mass_g_mol": 704.1,
  "spin_multiplicity": 1,
  "max_force_ev_per_a": 8.55,
  "e_tot_ev": -93303.4372,
  "e_homo_ev": -8.124,
  "elements": ["C", "C", "O", "C", "C", "C", "C", "F", "F", "F", "C", "C", "C", "C", "C", "C", "F", "C", "O", "N", "P", "C", "C", "C", "O", "H", "H", "H", "H", "H", "H", "H", "H", "H", "H", "H", "H", "H", "H", "H", "H", "H", "H", "O", "Si", "C", "C", "C", "Si", "C", "C", "C", "H", "H", "H", "H", "H", "H", "H", "H", "H", "H", "H", "H", "H", "H", "H", "H", "H", "H", "O", "Si", "C", "C", "C", "Si", "C", "C", "C", "H", "H", "H", "H", "H", "H", "H", "H", "H", "H", "H", "H", "H", "H", "H", "H", "H", "H"],
  "coordinates": [[-4.28, 0.80, 2.32], [-2.80, 1.43, 1.88], [-1.80, 0.45, 2.39], [-2.56, 2.94, 2.53], [-1.28, 2.86, 3.55], [-1.48, 2.57, 5.19], [-2.93, 2.38, 5.93], [-3.97, 3.36, 5.54], [-3.39, 0.94, 5.80], [-2.72, 2.57, 7.41], [-0.14, 2.47, 6.17], [1.35, 2.65, 5.50], [1.51, 2.97, 3.90], [0.23, 3.09, 2.88], [0.51, 3.43, 1.30], [1.07, 2.17, 0.41], [0.88, 0.84, 1.07], [3.13, 3.10, 3.69], [3.72, 3.45, 2.54], [3.79, 2.80, 5.03], [4.77, 1.31, 5.13], [5.98, 1.38, 6.66], [5.95, 1.11, 3.63], [2.84, 2.59, 6.19], [3.03, 2.36, 7.49], [-5.15, 1.62, 2.30], [-4.12, 0.36, 3.41], [-4.52, -0.13, 1.62], [-2.73, 1.55, 0.70], [-1.77, -0.28, 1.68], [-3.57, 3.26, 3.01], [-2.38, 3.68, 1.61], [-0.18, 2.24, 7.32], [1.36, 4.26, 1.26], [-0.40, 3.88, 0.72], [2.23, 2.31, 0.21], [0.55, 2.22, -0.65], [6.18, 2.51, 6.95], [5.39, 0.89, 7.57], [6.97, 0.77, 6.47], [5.44, 0.54, 2.74], [6.28, 2.19, 3.30], [6.90, 0.51, 4.05], [-4.69, -0.60, -2.73], [-4.40, -2.14, -3.35], [-3.83, -2.02, -5.13], [-5.98, -3.16, -3.29], [-3.08, -3.05, -2.37], [-5.67, 0.72, -3.06], [-5.37, 2.13, -1.85], [-7.48, 0.23, -2.95], [-5.33, 1.37, -4.79], [-4.62, -1.62, -5.77], [-3.55, -3.01, -5.51], [-2.95, -1.37, -5.21], [-6.39, -3.18, -2.27], [-5.78, -4.19, -3.60], [-6.74, -2.74, -3.95], [-3.39, -3.17, -1.32], [-2.13, -2.51, -2.40], [-2.92, -4.05, -2.79], [-5.59, 1.81, -0.83], [-6.02, 2.98, -2.09], [-4.33, 2.47, -1.90], [-7.74, -0.49, -3.72], [-8.12, 1.11, -3.07], [-7.70, -0.22, -1.97], [-5.62, 0.63, -5.55], [-4.27, 1.60, -4.92], [-5.90, 2.29, -4.98], [3.86, -2.29, -3.23], [2.58, -2.74, -2.24], [2.53, -1.64, -0.71], [2.77, -4.53, -1.69], [0.93, -2.57, -3.12], [5.54, -2.19, -3.14], [6.28, -1.58, -4.75], [6.28, -3.87, -2.76], [6.05, -0.99, -1.78], [3.42, -1.81, -0.09], [1.65, -1.86, -0.10], [2.50, -0.59, -0.99], [2.88, -5.19, -2.56], [1.90, -4.85, -1.12], [3.65, -4.65, -1.05], [0.89, -3.22, -4.00], [0.76, -1.54, -3.43], [0.11, -2.87, -2.45], [6.04, -2.26, -5.58], [7.37, -1.51, -4.67], [5.90, -0.58, -5.01], [5.98, -4.22, -1.77], [7.37, -3.83, -2.79], [5.95, -4.61, -3.50], [5.75, -1.37, -0.80], [5.57, -0.02, -1.93], [7.13, -0.85, -1.78]],
  "mulliken_charge": [-0.9877, 0.4749, -0.4832, -1.0083, 0.5328, 0.1886, 0.7037, -0.2379, -0.2322, -0.2802, -0.7736, 0.0384, 0.1229, 0.5768, -0.7358, -0.2297, -0.2955, 0.0501, -0.5456, 0.0942, 0.1712, -0.8847, -0.8307, 0.1096, -0.5229, 0.2808, 0.2370, 0.2507, 0.1469, 0.3079, 0.3671, 0.2585, 0.3160, 0.3719, 0.2651, 0.2389, 0.3123, 0.2613, 0.2525, 0.3327, 0.2250, 0.2667, 0.3119, -0.2872, 0.3751, -1.0260, -0.9902, -0.8003, 0.4466, -0.9591, -1.0115, -1.0121, 0.2947, 0.3822, 0.2944, 0.2720, 0.3750, 0.2888, 0.3931, -0.0455, 0.3213, 0.1927, 0.3384, 0.2626, 0.2905, 0.3861, 0.2700, 0.2950, 0.2714, 0.3738, -0.4019, 0.3712, -0.8594, -1.0156, -0.8098, 0.5261, -1.0451, -1.0079, -0.9675, 0.3520, 0.3933, 0.1124, 0.2674, 0.3842, 0.2890, 0.3616, 0.3266, 0.0012, 0.2844, 0.3019, 0.2808, 0.2962, 0.3813, 0.2673, 0.2474, 0.2653, 0.3873]
}